w) {
  "formula": "C28H47ClINO11",
  "method": "ωB97M-V/def2-TZVPD",
  "homo_energy_ev": -9.07,
  "spin_multiplicity": 1,
  "total_charge": 0,
  "orbital_gap_ev": 7.85,
  "smiles": "O=CCC1=CC(=O)c2c(I)c(CCCCl)cc(-c3ccccn3)c2C1=O.CO.CO.CO.CO.CO.CO.CO.CO",
  "symbols": ["O", "C", "C", "C", "C", "C", "O", "C", "C", "I", "C", "C", "C", "C", "Cl", "C", "C", "C", "C", "C", "C", "C", "N", "C", "C", "O", "H", "H", "H", "H", "H", "H", "H", "H", "H", "H", "H", "H", "H", "H", "H", "C", "O", "H", "H", "H", "H", "C", "O", "H", "H", "H", "H", "C", "O", "H", "H", "H", "H", "C", "O", "H", "H", "H", "H", "C", "O", "H", "H", "H", "H", "C", "O", "H", "H", "H", "H", "C", "O", "H", "H", "H", "H", "C", "O", "H", "H", "H", "H"],
  "xyz": [[-2.3461, 6.9092, -2.7542], [-2.0793, 6.0961, -1.8921], [-1.3860, 6.5666, -0.6191], [-0.5788, 5.5085, 0.1067], [-0.3846, 5.6035, 1.4182], [0.4421, 4.6239, 2.1924], [0.8892, 4.9924, 3.2618], [0.6882, 3.2773, 1.5755], [1.0788, 2.1631, 2.2599], [1.3659, 2.2185, 4.3665], [1.3069, 0.9380, 1.6418], [1.7739, -0.2656, 2.4278], [1.8760, -1.5589, 1.6059], [2.6815, -2.6265, 2.3622], [2.3182, -4.2286, 1.6174], [1.0915, 0.8597, 0.2940], [0.6709, 1.9583, -0.4200], [0.4369, 1.7221, -1.8969], [-0.8043, 1.2631, -2.2518], [-1.0772, 0.9803, -3.5872], [-0.0194, 1.2017, -4.4517], [1.1620, 1.6964, -3.9571], [1.4763, 1.9839, -2.6931], [0.4831, 3.1596, 0.1887], [0.0615, 4.3619, -0.5980], [0.2526, 4.4503, -1.8017], [-2.3937, 5.0440, -2.0415], [-0.7457, 7.4298, -0.8088], [-2.1751, 6.9031, 0.0621], [-0.8231, 6.4372, 1.9577], [1.1039, -0.4594, 3.2684], [2.7787, -0.0615, 2.8181], [2.4281, -1.3666, 0.6826], [0.8952, -1.9925, 1.4020], [3.7494, -2.4159, 2.3211], [2.3925, -2.6406, 3.4167], [1.2490, -0.0636, -0.2425], [-1.5666, 1.1185, -1.4953], [-2.0422, 0.5874, -3.8775], [-0.1139, 0.9902, -5.5090], [1.9594, 1.8900, -4.6867], [3.8871, 4.4162, -3.2810], [3.0943, 5.5813, -3.0843], [4.8717, 4.7311, -3.6217], [3.9920, 3.8612, -2.3456], [3.4361, 3.7698, -4.0380], [2.2282, 5.2912, -2.7836], [-3.4111, -0.5369, 0.7634], [-2.3732, -1.4160, 0.3446], [-2.9640, 0.4059, 1.0731], [-4.1005, -0.3544, -0.0656], [-3.9509, -0.9739, 1.6068], [-2.7887, -2.2405, 0.0766], [2.3644, -2.7578, 6.5399], [3.0758, -2.2551, 5.4076], [1.6039, -3.4501, 6.1856], [3.0491, -3.2820, 7.2085], [1.8829, -1.9359, 7.0754], [3.7431, -1.6470, 5.7366], [-6.0016, -1.2342, -2.3613], [-5.3179, -2.3955, -1.8785], [-6.7062, -0.9037, -1.6032], [-5.2830, -0.4345, -2.5595], [-6.5439, -1.4765, -3.2752], [-4.7010, -2.6688, -2.5639], [-8.0339, -4.6366, -3.8958], [-7.9868, -3.4273, -3.1475], [-8.9997, -4.6926, -4.3920], [-7.2430, -4.6507, -4.6515], [-7.9214, -5.4997, -3.2344], [-7.1265, -3.3928, -2.7119], [2.1119, 1.6938, -7.8545], [2.5980, 1.2063, -6.6051], [1.4059, 2.4963, -7.6538], [2.9347, 2.0836, -8.4580], [1.6032, 0.8965, -8.4025], [3.2183, 0.4982, -6.7985], [3.7867, -3.5256, 10.5447], [4.5119, -3.0174, 9.4279], [3.0326, -4.2150, 10.1734], [4.4562, -4.0595, 11.2233], [3.2939, -2.7117, 11.0824], [5.1743, -2.4104, 9.7675], [1.2613, -7.9649, 0.0281], [1.0910, -7.0222, 1.0786], [0.4909, -8.7262, 0.1276], [1.1569, -7.4771, -0.9453], [2.2435, -8.4410, 0.0956], [1.7774, -6.3527, 0.9819]],
  "mulliken_charge": [-0.504, -0.096, -0.678, 0.589, -0.843, -0.118, -0.586, 0.526, -1.223, 0.055, 1.008, -0.475, -0.917, -0.235, -0.304, -0.821, 1.051, -0.660, -0.400, -0.827, -0.349, -0.400, -0.267, 0.398, 0.848, -0.624, 0.375, 0.291, 0.436, 0.460, 0.592, 0.499, 0.362, 0.302, 0.408, -0.020, 0.330, 0.431, 0.483, 0.374, 0.438, -0.278, -0.567, 0.304, 0.196, 0.008, 0.319, -0.499, -0.426, 0.227, 0.108, 0.358, 0.253, -0.510, -0.470, 0.288, 0.183, 0.238, 0.242, -0.680, -0.577, 0.273, 0.197, 0.433, 0.320, -0.551, -0.457, 0.221, 0.247, 0.260, 0.314, -0.616, -0.451, 0.247, 0.304, 0.266, 0.261, -0.531, -0.468, 0.211, 0.267, 0.270, 0.277, -0.497, -0.423, 0.203, 0.234, 0.245, 0.320]
}

***

x) {
  "formula": "C28H47ClINO11",
  "method": "ωB97M-V/def2-TZVPD",
  "homo_energy_ev": -9.03,
  "spin_multiplicity": 1,
  "total_charge": 0,
  "orbital_gap_ev": 7.88,
  "smiles": "O=CCC1=CC(=O)c2c(I)c(CCCCl)cc(-c3ccccn3)c2C1=O.CO.CO.CO.CO.CO.CO.CO.CO",
  "symbols": ["O", "C", "C", "C", "C", "C", "O", "C", "C", "I", "C", "C", "C", "C", "Cl", "C", "C", "C", "C", "C", "C", "C", "N", "C", "C", "O", "H", "H", "H", "H", "H", "H", "H", "H", "H", "H", "H", "H", "H", "H", "H", "C", "O", "H", "H", "H", "H", "C", "O", "H", "H", "H", "H", "C", "O", "H", "H", "H", "H", "C", "O", "H", "H", "H", "H", "C", "O", "H", "H", "H", "H", "C", "O", "H", "H", "H", "H", "C", "O", "H", "H", "H", "H", "C", "O", "H", "H", "H", "H"],
  "xyz": [[-1.0430, 5.9900, -5.3797], [-1.0975, 5.4290, -4.3081], [-0.7424, 6.2732, -3.0432], [-0.2318, 5.4492, -1.8220], [-0.4324, 5.9622, -0.5753], [0.0717, 5.2594, 0.7260], [0.2019, 5.9734, 1.6943], [0.4003, 3.7565, 0.6708], [0.5001, 2.8660, 1.8040], [0.1566, 3.5850, 3.8071], [0.8356, 1.4243, 1.6901], [0.9734, 0.5149, 2.9477], [1.2280, -1.0018, 2.6152], [1.7314, -1.8191, 3.8796], [1.4683, -3.6014, 3.5207], [1.0326, 0.8847, 0.3547], [0.9044, 1.7667, -0.8217], [1.1031, 1.0502, -2.2035], [-0.0759, 0.4565, -2.7601], [0.0109, -0.2769, -4.0237], [1.3704, -0.2927, -4.5510], [2.4122, 0.4040, -3.8446], [2.3844, 1.1016, -2.6700], [0.6165, 3.1739, -0.6863], [0.5245, 4.1085, -1.9128], [1.0688, 3.8402, -2.9682], [-1.4430, 4.3601, -4.2872], [0.0111, 7.0802, -3.2599], [-1.6896, 6.7955, -2.7304], [-0.9675, 6.9426, -0.4897], [0.0535, 0.5664, 3.5876], [1.8632, 0.8601, 3.5512], [2.0597, -1.0824, 1.8620], [0.2943, -1.5169, 2.2683], [2.8089, -1.6036, 4.0978], [1.1435, -1.5230, 4.7926], [1.2862, -0.1890, 0.1908], [-1.0530, 0.5477, -2.2374], [-0.8761, -0.7751, -4.4632], [1.6004, -0.8370, -5.4928], [3.4412, 0.3800, -4.3374], [4.9775, 3.4703, -3.1873], [4.2452, 4.6190, -3.5915], [6.0414, 3.6847, -3.2837], [4.7510, 3.2308, -2.1454], [4.7217, 2.6212, -3.8262], [3.3094, 4.4072, -3.4983], [-3.5576, -0.3527, -0.2280], [-2.5155, -1.3012, -0.0427], [-3.1478, 0.6492, -0.1037], [-3.9708, -0.4523, -1.2354], [-4.3411, -0.5177, 0.5156], [-2.9036, -2.1761, -0.1574], [0.2558, -0.7383, 7.6580], [1.2834, -0.5788, 6.6835], [-0.4312, -1.5120, 7.3179], [0.6954, -1.0378, 8.6113], [-0.2886, 0.2017, 7.7777], [1.8772, 0.1083, 7.0059], [-5.2114, -2.0379, -3.6067], [-4.7774, -2.9736, -2.6215], [-6.0766, -1.4996, -3.2245], [-4.4079, -1.3275, -3.8185], [-5.4897, -2.5674, -4.5188], [-4.0124, -3.4349, -2.9845], [-6.9601, -5.7720, -4.5774], [-7.0444, -4.3924, -4.2466], [-7.7436, -6.0067, -5.2959], [-5.9856, -5.9900, -5.0233], [-7.1009, -6.3796, -3.6797], [-6.3417, -4.2083, -3.6089], [4.4876, -0.7950, -7.0660], [4.5456, -0.8486, -5.6445], [3.8130, 0.0088, -7.3569], [5.4820, -0.5953, -7.4720], [4.1106, -1.7427, -7.4590], [5.1461, -1.5657, -5.4126], [0.4893, -0.2841, 11.9499], [1.5201, -0.1208, 10.9827], [-0.1930, -1.0585, 11.6037], [0.9213, -0.5862, 12.9071], [-0.0603, 0.6528, 12.0705], [2.1105, 0.5671, 11.3084], [0.6145, -7.6104, 2.7821], [0.2356, -6.4102, 3.4407], [-0.2066, -8.3218, 2.8557], [0.8218, -7.4080, 1.7277], [1.5017, -8.0343, 3.2601], [0.9758, -5.7946, 3.3637]],
  "mulliken_charge": [-0.479, -0.092, -0.594, 0.588, -0.774, 0.018, -0.543, 0.309, -1.255, 0.047, 1.002, -0.416, -0.837, -0.147, -0.312, -0.528, 0.776, -0.521, -0.317, -0.688, -0.291, -0.217, -0.272, 0.472, 0.756, -0.592, 0.346, 0.286, 0.389, 0.358, 0.497, 0.419, 0.301, 0.297, 0.374, -0.008, 0.184, 0.337, 0.409, 0.309, 0.325, -0.286, -0.554, 0.290, 0.198, 0.025, 0.310, -0.503, -0.433, 0.237, 0.104, 0.357, 0.258, -0.503, -0.483, 0.287, 0.181, 0.238, 0.247, -0.691, -0.577, 0.271, 0.202, 0.438, 0.321, -0.549, -0.458, 0.221, 0.246, 0.259, 0.315, -0.612, -0.458, 0.251, 0.301, 0.263, 0.264, -0.529, -0.469, 0.211, 0.265, 0.269, 0.279, -0.494, -0.424, 0.203, 0.233, 0.244, 0.317]
}

***

Of the structures shown above, w) is the most stable.